Below is a cluster of 2 separate species, C26H30N4O3 in total in a non-equilibrium geometry, with properties calculated with ωB97M-V/def2-TZVPD.

Geometry (Å):
C1 -3.77 3.65 -2.08
C2 -2.63 2.79 -1.82
N1 -1.44 3.41 -1.70
O1 -0.33 2.84 -1.52
O2 -1.53 4.68 -1.78
H1 -4.69 3.06 -2.16
H2 -3.87 4.39 -1.27
H3 -3.63 4.22 -3.01
H4 -2.65 1.71 -1.85
C3 2.07 -3.69 1.64
N2 1.58 -2.35 1.39
C4 2.45 -1.29 1.34
O3 3.67 -1.36 1.50
C5 1.61 -0.04 1.07
C6 2.07 0.72 -0.18
C7 3.45 1.25 -0.03
C8 3.92 2.15 0.92
N3 5.29 2.28 0.77
C9 5.72 1.49 -0.28
C10 7.00 1.25 -0.76
C11 7.14 0.34 -1.81
C12 6.02 -0.32 -2.36
C13 4.74 -0.08 -1.87
C14 4.58 0.83 -0.83
N4 0.25 -0.58 0.95
C15 -0.80 0.23 0.69
C16 -2.11 -0.23 0.58
C17 -3.23 0.57 0.36
C18 -4.57 0.06 0.29
C19 -5.69 0.93 0.14
C20 -6.98 0.43 0.02
C21 -7.22 -0.96 0.06
C22 -6.13 -1.83 0.25
C23 -4.84 -1.34 0.36
C24 0.18 -2.04 1.14
C25 -0.29 -2.75 -0.15
C26 -0.66 -2.43 2.36
H5 3.15 -3.65 1.80
H6 1.59 -4.12 2.53
H7 1.85 -4.35 0.79
H8 1.68 0.62 1.96
H9 2.05 0.03 -1.04
H10 1.35 1.53 -0.39
H11 3.35 2.66 1.70
H12 5.88 2.87 1.35
H13 7.84 1.77 -0.30
H14 8.13 0.14 -2.22
H15 6.16 -1.02 -3.18
H16 3.85 -0.57 -2.27
H17 -0.57 1.28 0.55
H18 -2.25 -1.30 0.67
H19 -3.08 1.65 0.27
H20 -5.51 2.01 0.12
H21 -7.82 1.11 -0.11
H22 -8.23 -1.35 -0.03
H23 -6.30 -2.91 0.31
H24 -4.01 -2.04 0.49
H25 0.43 -2.55 -0.95
H26 -0.36 -3.83 0.03
H27 -1.27 -2.39 -0.48
H28 -0.18 -2.05 3.27
H29 -1.67 -2.02 2.32
H30 -0.74 -3.52 2.42

For the HOMO energy, the calculation gives -6.07 eV. The energy relative to the best compared isomer or geometry (same formula, charge and spin) comes out at 181.2 kcal/mol. Its molar mass is 446.551 g/mol.